No. 1
The following is a quantum chemistry calculation of a molecular structure, C3H2GdLiO2, from the Open Molecules 2025 dataset.

XYZ file:
```
9
Properties=species:S:1:pos:R:3:forces:R:3:lowdin_charge:R:1
H 0.353 -2.786 -0.652 -0.2 0.3 0.1 0.1299
C -0.330 -2.106 -0.124 -0.5 1.2 1.0 -0.1861
Li 1.939 -1.586 1.528 -0.6 -0.1 0.3 0.7790
Gd -0.838 1.873 -0.239 1.7 -2.0 -1.2 1.6653
H -1.385 -2.402 -0.196 0.4 -0.3 0.1 0.1229
C -0.130 -0.655 -0.265 4.9 4.9 -0.3 -0.5001
O 0.737 0.404 -1.138 -1.8 3.1 -1.5 -0.5220
O 0.044 -1.643 1.174 -0.5 -6.5 4.8 -0.4027
C 0.926 -0.144 0.487 -3.5 -0.7 -3.3 -0.0862
```
Forces are in eV/Å.

Results
**Net charge**: +1
**Energy relative to the best compared isomer or geometry (same formula, charge and spin)**: 0.0 kJ/mol
**Lowest unoccupied orbital energy (spin up / spin down)**: -4.58 / -4.97 eV
**E_HOMO (spin up / spin down)**: -10.9 / -10.9 eV
**F_max**: 0.1572 Eh/bohr
**Spin multiplicity**: 9
**Orbital gap (spin up / spin down)**: 6.27 / 5.90 eV
**E**: -28263.2280 eV

No. 2
The following is a quantum chemistry calculation of a molecular structure, C3H2HgO2, from the Open Molecules 2025 dataset.

XYZ file:
```
8
Properties=species:S:1:pos:R:3:forces:R:3:nbo_charge:R:1
C -0.209 -0.861 -0.519 3.0 -0.1 -0.5 0.0287
C 0.675 0.289 -0.170 -2.3 -3.9 0.2 0.7061
O 1.810 0.621 0.013 0.1 1.4 -0.5 -0.7065
C -1.445 -0.352 -0.085 -0.2 0.2 0.1 -0.0638
O -0.382 0.949 -0.630 -1.9 1.2 0.1 -0.3846
Hg 3.547 0.253 1.214 0.9 -0.3 0.6 0.9285
H -2.280 -0.419 -0.794 0.3 0.5 0.1 0.2480
H -1.716 -0.479 0.970 0.0 1.1 0.0 0.2436
```
Forces are in eV/Å.

Results
**Net charge**: +1
**Energy relative to the best compared isomer or geometry (same formula, charge and spin)**: 358.1 kJ/mol
**Lowest unoccupied orbital energy (spin up / spin down)**: -5.12 / -7.83 eV
**E_HOMO (spin up / spin down)**: -13.6 / -13.6 eV
**F_max**: 0.0883 Eh/bohr
**Spin multiplicity**: 2
**Orbital gap (spin up / spin down)**: 8.49 / 5.78 eV
**E**: -11398.6804 eV

No. 3
The following is a quantum chemistry calculation of a gas-phase ion, C3H2I2N2O (charge +2), from the Open Molecules 2025 dataset.

XYZ file:
```
10
Properties=species:S:1:pos:R:3:forces:R:3:nbo_charge:R:1
H 0.362 0.280 2.547 0.0 0.0 0.2 0.3195
H -1.888 1.462 0.712 -0.2 0.0 -0.5 0.4983
I -1.791 0.634 -2.652 0.3 0.0 0.9 0.5667
C 0.454 0.013 1.506 -1.8 0.7 -2.3 0.3028
I 2.750 -1.755 0.506 -0.8 0.6 0.3 0.5567
C 0.970 -0.567 0.462 2.0 -1.1 0.8 -0.2382
N -1.153 0.866 0.335 3.1 -1.9 1.2 -0.4823
N 0.360 -0.419 -0.821 1.0 -0.9 -0.3 0.2316
O 0.783 -0.922 -1.808 -0.6 0.7 1.3 0.0432
C -0.846 0.408 -0.788 -3.1 1.8 -1.6 0.2017
```
Forces are in eV/Å.

Results
**Net charge**: +2
**Energy relative to the best compared isomer or geometry (same formula, charge and spin)**: 200.3 kJ/mol
**Lowest unoccupied orbital energy (spin up / spin down)**: -12.97 / -12.97 eV
**E_HOMO (spin up / spin down)**: -18.5 / -18.5 eV
**F_max**: 0.0753 Eh/bohr
**Spin multiplicity**: 1
**Orbital gap (spin up / spin down)**: 5.51 / 5.50 eV
**E**: -24346.0034 eV

No. 4
The following is a quantum chemistry calculation of a molecular structure, C3H2IN, from the Open Molecules 2025 dataset.

XYZ file:
```
7
Properties=species:S:1:pos:R:3:forces:R:3:nbo_charge:R:1
H -0.529 0.373 -1.498 -0.1 0.0 -0.2 0.2390
C -0.168 0.142 -0.520 -0.2 -4.8 0.6 -0.1233
C 0.271 0.831 0.486 0.3 1.0 0.4 -0.3660
H 0.608 0.440 1.428 0.0 -0.2 0.0 0.2531
I 0.396 2.949 0.386 -0.1 -0.7 -0.1 0.1764
C -0.245 -1.808 -0.226 0.3 6.6 -1.0 0.2174
N -0.333 -2.927 -0.056 -0.1 -1.9 0.3 -0.3967
```
Forces are in eV/Å.

Results
**Net charge**: 0
**Energy relative to the best compared isomer or geometry (same formula, charge and spin)**: 165.6 kJ/mol
**Lowest unoccupied orbital energy**: -0.58 eV
**E_HOMO**: -10.2 eV
**F_max**: 0.1309 Eh/bohr
**Spin multiplicity**: 1
**Orbital gap**: 9.64 eV
**E**: -12730.7627 eV

Among the records above, which one has the highest E? C3H2HgO2